# 1
{"formula": "C4H8O3", "method": "ωB97M-V/def2-TZVPD", "homo_lumo_gap_ev": 10.94, "e_tot_ha": -382.779507, "charge": 0, "homo_ev": -10.046, "relative_energy_ev": 5.0426, "smiles": "CC1OCOCO1", "lumo_ev": 0.9, "species": ["C", "C", "C", "C", "H", "H", "H", "H", "H", "H", "H", "H", "O", "O", "O"], "xyz": [[-0.2080, -1.0908, 1.0946], [-1.0266, -0.0446, 0.2889], [0.4661, 1.5771, -0.0326], [0.4100, -0.0898, -1.4278], [-0.8284, -1.9176, 0.6645], [-0.5377, -1.1777, 2.2482], [1.0222, -1.0932, 1.2321], [-2.1237, -0.4520, 0.1111], [1.1889, 0.9183, 0.7114], [0.8786, 2.5415, 0.0823], [0.7173, -0.6600, -2.3951], [1.0466, -0.5909, -0.6062], [-0.8485, 1.2582, 0.4018], [0.6103, 1.2473, -1.2964], [-0.7671, -0.4258, -1.0767]], "forces_ev_per_angstrom": [[-0.2700, -0.6003, 3.9249], [-1.8773, -3.9312, -1.6564], [1.9655, -2.0386, 3.9684], [5.7483, -3.8447, -0.6796], [1.9792, -0.4871, 0.3875], [0.4848, 0.7593, -2.4619], [-3.6340, -0.3320, -1.0572], [1.4445, 1.6934, 2.2758], [-1.3314, 1.3079, -1.7967], [-0.9736, 1.6159, 0.5218], [-0.5526, 2.0112, 1.0590], [0.5542, 0.7091, -1.5620], [-0.0513, 3.1536, 1.1830], [1.3090, 1.2163, -3.4508], [-4.7954, -1.2329, -0.6558]]}

=====

# 2
{"formula": "C4H8O3", "method": "ωB97M-V/def2-TZVPD", "homo_lumo_gap_ev": 10.78, "e_tot_ha": -382.911515, "charge": 0, "homo_ev": -10.178, "relative_energy_ev": 1.4505, "smiles": "O=C(CO)CCO", "lumo_ev": 0.6, "species": ["O", "C", "C", "C", "O", "C", "O", "H", "H", "H", "H", "H", "H", "H", "H"], "xyz": [[1.3518, -0.8255, -1.2617], [1.5882, 0.1126, -0.2410], [0.6655, -0.0683, 0.9480], [-0.7690, 0.2100, 0.5734], [-1.1994, 1.3416, 0.4664], [-1.6560, -0.9762, 0.2572], [-2.9354, -0.5717, -0.1168], [2.1689, -1.0650, -1.6754], [1.4904, 1.1047, -0.6844], [2.5776, -0.0740, 0.0539], [1.0062, 0.6579, 1.6901], [0.7943, -1.0895, 1.3254], [-1.1518, -1.5474, -0.5403], [-1.6925, -1.6298, 1.1442], [-2.9137, 0.3993, -0.1217]], "forces_ev_per_angstrom": [[-1.4683, -0.6649, -0.2166], [-0.4588, 0.2226, -0.8460], [0.1266, -0.1338, -0.0913], [-0.0902, 0.2155, -0.0748], [0.1144, -0.4308, 0.0426], [0.2392, 0.0081, 0.0981], [-0.1039, 0.0527, -0.0513], [0.5547, -0.1188, -0.2955], [0.0162, 0.2608, 0.3640], [1.5144, 0.3536, 0.9301], [-0.2519, -0.0984, 0.1058], [-0.1108, 0.1781, 0.0384], [-0.0706, 0.0833, 0.1001], [0.0139, 0.1079, -0.1109], [-0.0249, -0.0358, 0.0074]]}